Record 1
The following is a DFT calculation (ωB97M-V/def2-TZVPD) of a molecular structure, C37H34BeBrN8O3S.

Summary:
HOMO energy (alpha / beta) ... -0.168 / -0.086 Eh
Strongest force on any atom ... 0.61 eV/A
Kohn-Sham gap (alpha / beta) ... 6.6 / 4.4 eV
Charge ... -1

```
85
Properties=species:S:1:pos:R:3:forces:R:3:lowdin_charge:R:1
Be 1.098663 0.717786 -0.958860 0.0 -0.2 -0.1 0.00
C -2.218406 -11.037834 4.514011 0.0 0.0 0.0 -0.09
O -0.903586 -10.611710 4.216967 0.0 0.0 0.0 -0.09
C -0.760434 -9.377952 3.652866 0.0 0.0 0.0 -0.29
C -1.817064 -8.521984 3.362735 0.0 0.1 0.0 -0.02
C -1.559585 -7.284715 2.787162 -0.1 -0.1 0.0 -0.02
C -0.265504 -6.880461 2.493258 0.0 0.2 -0.1 -0.15
C 0.781471 -7.751920 2.790944 0.1 0.0 0.0 -0.03
C 0.543176 -8.985928 3.364098 0.0 0.0 0.0 -0.01
C -0.052818 -5.559697 1.881597 0.0 -0.2 0.1 -0.29
N -1.010230 -4.733227 1.541344 0.0 0.1 -0.1 0.18
C -0.370651 -3.630914 1.015284 -0.2 0.0 0.0 -0.16
C 0.991705 -3.806575 1.043018 0.2 0.1 0.0 -0.12
N 1.182366 -5.047848 1.603645 0.1 0.0 0.0 0.17
C 1.961674 -2.843907 0.583385 -0.2 -0.1 0.0 -0.11
C 3.330001 -2.967188 0.580913 0.2 0.1 0.0 -0.05
C 4.108118 -1.882690 0.084144 -0.1 -0.1 0.1 -0.09
C 3.470964 -0.750322 -0.362556 -0.1 0.1 0.1 -0.13
N 2.139676 -0.598180 -0.374768 -0.1 -0.2 -0.1 0.07
C 1.373397 -1.655457 0.083090 0.2 0.2 -0.1 -0.13
C -0.011602 -1.469494 0.004083 -0.1 0.1 -0.1 -0.13
N -0.405612 -0.285784 -0.566838 0.1 -0.1 0.2 0.10
C -1.706122 -0.042893 -0.662882 0.0 0.0 -0.1 -0.12
C -2.683770 -0.920950 -0.212408 0.0 0.0 0.0 -0.07
C -2.293118 -2.135252 0.363796 -0.1 0.0 0.0 -0.02
C -0.952263 -2.426116 0.474212 0.1 -0.1 0.0 -0.10
H -2.126872 -12.031198 4.944252 0.0 0.0 0.0 0.09
H -2.833530 -11.090082 3.612023 0.0 0.0 0.0 0.09
H -2.698275 -10.373650 5.237464 0.0 0.0 0.0 0.09
H -2.838146 -8.800236 3.577722 0.0 0.0 0.0 0.10
H -2.372305 -6.608845 2.556510 0.0 0.0 0.0 0.11
H 1.807477 -7.476915 2.576544 0.0 0.0 0.0 0.10
H 1.354731 -9.663219 3.595304 0.0 0.0 0.0 0.12
H 2.067974 -5.490361 1.764928 0.0 0.0 0.0 0.14
H 3.810804 -3.865348 0.952121 0.0 0.0 0.0 0.09
H 5.187339 -1.930184 0.066664 0.0 0.0 0.0 0.08
H 4.039919 0.100813 -0.719190 0.0 0.0 0.0 0.12
H -1.978272 0.893746 -1.136857 0.0 0.1 0.0 0.08
H -3.726458 -0.657220 -0.318087 0.0 0.0 0.0 0.09
H -3.023945 -2.848251 0.725654 0.0 0.0 0.0 0.11
Br -0.270597 7.511736 3.024020 0.0 0.0 0.0 0.71
C -0.502558 5.738560 2.389507 0.0 0.0 0.0 -0.67
C -1.700039 5.083281 2.622930 0.0 -0.1 0.0 -0.21
N -1.923239 3.837755 2.210947 0.1 0.0 0.0 0.08
C -0.942152 3.216560 1.551617 -0.1 0.0 0.0 -0.07
C 0.282087 3.807412 1.261915 0.0 0.0 0.0 -0.11
C 0.507945 5.101707 1.699639 0.0 0.0 0.0 -0.07
C 1.359029 3.084931 0.466503 0.2 -0.2 0.1 -0.58
O 2.378897 3.709014 0.189994 0.0 0.1 -0.1 0.03
O 1.080634 1.873929 0.201840 -0.3 0.1 0.0 0.00
H -2.500179 5.580933 3.159363 0.0 0.0 0.0 0.10
H -1.130628 2.202064 1.220508 0.0 0.0 0.0 0.11
H 1.461095 5.571395 1.492156 0.0 0.0 0.0 0.12
N 0.567645 4.894013 -1.828908 -0.2 0.0 -0.2 0.12
C -0.724466 4.517982 -1.934848 0.4 0.1 0.4 -0.90
S -1.172899 3.191173 -2.798975 -0.5 -0.2 -0.1 0.69
N -1.631505 5.273117 -1.204467 -0.1 0.0 -0.3 0.05
C -1.720948 6.673708 -1.135840 0.1 -0.1 0.2 -0.24
C -2.829310 7.207964 -0.474086 0.0 0.0 0.0 -0.04
C -2.994463 8.576509 -0.367369 0.0 0.0 0.0 -0.10
C -2.057858 9.445725 -0.912360 0.0 0.0 0.0 -0.11
C -0.960779 8.915827 -1.572607 0.0 0.0 0.0 -0.09
C -0.784067 7.543610 -1.691852 0.0 0.0 0.0 -0.03
H 1.234076 4.196795 -2.135868 0.1 0.0 0.0 0.09
H 0.834991 5.424327 -1.013342 0.1 -0.1 0.0 0.09
H -2.513061 4.791154 -1.116304 0.0 0.0 -0.1 0.11
H -3.556937 6.533112 -0.038119 0.0 0.0 0.0 0.11
H -3.860590 8.965859 0.153404 0.0 0.0 0.0 0.10
H -2.183635 10.516646 -0.824261 0.0 0.0 0.0 0.09
H -0.223508 9.576685 -2.011821 0.0 0.0 0.0 0.10
H 0.070541 7.154248 -2.224170 0.0 0.0 0.0 0.10
C 2.041105 2.135126 -4.626680 0.0 0.0 0.0 -0.08
C 1.706489 0.869312 -3.812201 -0.2 -0.1 0.0 -0.75
C 2.962793 -0.019713 -3.769211 0.0 0.0 0.0 -0.07
C 0.587963 0.095655 -4.540843 0.0 0.0 0.0 -0.07
N 1.373281 1.166082 -2.476719 0.4 0.4 0.1 0.11
H 2.442150 1.886886 -5.615506 0.0 0.0 0.0 0.07
H 2.782678 2.721604 -4.079392 0.0 0.0 0.0 0.07
H 1.145464 2.745959 -4.756518 0.0 0.0 0.0 0.04
H 3.259927 -0.284529 -4.788504 0.0 0.0 0.0 0.08
H 2.768525 -0.936003 -3.209418 0.0 0.0 0.0 0.07
H 3.786422 0.512225 -3.288914 0.0 0.0 0.0 0.07
H 0.846737 -0.121796 -5.583256 0.0 0.0 0.0 0.07
H -0.329988 0.687672 -4.529858 0.0 0.0 0.0 0.05
H 0.392050 -0.844051 -4.019419 0.0 0.0 0.0 0.07
```
Positions in Å, forces in eV/Å.



Record 2
The following is a DFT calculation (ωB97M-V/def2-TZVPD) of a molecular structure, C37H34BrN3O4P2RuSe in a non-equilibrium geometry.

Summary:
Energy relative to the best compared isomer or geometry (same formula, charge and spin) ... 89.4 kcal per mole
Spin multiplicity ... 2
HOMO energy (alpha / beta) ... -0.379 / -0.377 Eh
Strongest force on any atom ... 2.97 eV/A
Kohn-Sham gap (alpha / beta) ... 6.2 / 6.0 eV
Charge ... +1
⟨S²⟩ ... 0.822

```
83
Properties=species:S:1:pos:R:3:forces:R:3:lowdin_charge:R:1
Ru 0.567358 -0.186043 0.011863 2.1 2.0 -0.5 1.09
O -1.015748 -1.847200 0.784637 0.8 0.5 -0.5 -0.42
P -1.797179 -1.368058 1.980779 -0.1 0.2 1.0 0.73
C -2.085541 0.444246 1.895863 -0.2 -0.4 -0.6 -0.30
P -2.528037 0.981313 0.186504 -0.6 0.4 0.9 0.75
O -1.542286 0.517046 -0.845125 1.0 -0.6 0.2 -0.40
C -4.191108 0.413636 -0.185793 0.2 0.1 0.0 -0.28
C -4.372420 -0.519095 -1.200298 0.2 0.0 0.0 -0.07
C -5.650160 -0.963530 -1.499120 -0.1 -0.1 0.0 -0.06
C -6.737028 -0.478940 -0.787605 0.0 0.0 0.0 -0.06
C -6.558882 0.480916 0.200767 0.0 0.0 0.1 -0.06
C -5.286114 0.933361 0.500114 0.0 0.0 0.0 -0.07
C -2.619250 2.782524 0.268954 0.1 -0.2 -0.1 -0.29
C -2.961018 3.500410 1.410923 0.1 0.0 0.0 -0.08
C -3.094368 4.878898 1.341355 0.0 0.0 0.0 -0.06
C -2.895698 5.540631 0.137654 0.0 0.0 0.0 -0.06
C -2.534390 4.830295 -0.999012 0.0 0.0 0.0 -0.06
C -2.396733 3.452720 -0.934159 0.0 0.0 0.0 -0.09
C -0.990536 -1.719235 3.557011 -0.2 0.0 -0.2 -0.34
C -0.727233 -0.790771 4.555329 -0.1 -0.1 0.0 -0.12
C -0.093309 -1.201224 5.717278 0.0 0.1 0.1 -0.07
C 0.273434 -2.528911 5.881719 0.0 0.0 0.0 -0.05
C -0.004104 -3.462472 4.891988 0.0 0.0 0.0 -0.05
C -0.646559 -3.058607 3.734270 0.0 0.1 0.0 -0.09
C -3.382791 -2.198905 2.168371 0.1 0.2 -0.2 -0.29
C -3.732044 -3.263049 1.347780 0.1 0.1 -0.1 -0.07
C -4.930683 -3.927517 1.560043 -0.1 -0.1 -0.1 -0.06
C -5.776357 -3.525071 2.581750 0.0 0.0 0.0 -0.06
C -5.416363 -2.475134 3.417426 0.0 0.1 0.1 -0.06
C -4.214031 -1.820177 3.221926 0.0 0.0 0.0 -0.08
H -1.147954 0.952942 2.137897 0.0 0.0 0.1 0.05
H -2.871776 0.735855 2.594525 0.0 0.0 0.0 0.07
H -3.508222 -0.881176 -1.744355 0.0 0.0 0.0 0.11
H -5.800126 -1.694231 -2.283143 0.0 0.0 0.0 0.11
H -7.731383 -0.846711 -1.004977 0.0 0.0 0.0 0.11
H -7.410518 0.880435 0.735301 0.0 0.0 0.0 0.11
H -5.145732 1.697978 1.255981 0.0 0.0 0.0 0.11
H -3.119591 2.997979 2.357500 0.0 0.0 0.0 0.10
H -3.359808 5.436756 2.229576 0.0 0.0 0.0 0.11
H -3.030627 6.612795 0.086985 0.1 0.0 0.0 0.11
H -2.373642 5.345753 -1.936508 0.0 0.0 0.0 0.11
H -2.127314 2.877975 -1.813672 -0.1 0.1 -0.1 0.11
H -1.005924 0.248459 4.429027 0.1 0.0 0.0 0.10
H 0.121091 -0.480238 6.495170 0.0 0.0 0.0 0.11
H 0.774203 -2.838845 6.789349 0.0 0.0 0.0 0.11
H 0.273060 -4.499440 5.025296 0.0 0.0 0.0 0.12
H -0.880300 -3.774871 2.953491 0.0 -0.1 0.1 0.12
H -3.056404 -3.561901 0.555173 -0.1 0.0 0.0 0.11
H -5.206729 -4.758141 0.923641 0.0 0.0 0.0 0.11
H -6.717964 -4.034570 2.739701 0.0 0.0 0.0 0.11
H -6.069706 -2.174437 4.225910 0.0 0.0 0.0 0.11
H -3.908261 -1.033134 3.903164 -0.1 0.0 0.0 0.11
Br 3.511164 1.307310 -3.531008 -0.1 -0.1 0.0 0.84
C 2.156155 0.007407 -3.244993 0.0 0.1 -0.1 -0.61
C 1.066972 -0.039377 -4.101071 0.2 0.1 0.0 -0.10
C 0.016780 -0.897832 -3.817088 -0.2 -0.1 0.1 -0.07
C 0.071017 -1.723961 -2.707452 0.0 -0.2 0.0 -0.07
C 1.193616 -1.718954 -1.874396 -0.3 -0.1 -0.3 -0.12
C 2.237353 -0.827575 -2.142415 0.2 0.0 0.1 -0.22
C 3.314405 -0.640152 -1.099181 -0.1 -0.4 -0.6 -0.67
O 4.404362 -1.147281 -1.178599 -0.1 0.3 0.2 0.12
O 2.865057 0.147349 -0.161101 -1.4 -0.4 0.3 -0.23
H 1.038484 0.603406 -4.970602 0.0 0.0 0.0 0.11
H -0.848250 -0.919651 -4.466174 0.0 0.0 0.0 0.11
H -0.747521 -2.396933 -2.488246 0.0 0.0 0.0 0.11
H 1.299235 -2.482086 -1.107902 0.1 0.1 0.1 0.11
Se 1.906166 -0.354975 2.291527 -1.2 0.1 -0.6 0.88
C 2.780212 -2.012243 1.955818 -0.2 0.1 -0.1 -0.60
C 2.034717 -3.143266 1.637497 0.0 -0.1 -0.1 -0.13
C 2.717758 -4.329101 1.410248 0.0 0.2 0.1 -0.13
N 4.040159 -4.421609 1.481402 0.2 -0.4 -0.1 0.07
C 4.745157 -3.338049 1.771068 -0.2 0.1 0.1 -0.12
C 4.161117 -2.102904 2.030829 0.0 0.0 -0.1 -0.09
H 0.955430 -3.102130 1.569767 0.1 0.0 0.0 0.06
H 2.184613 -5.244604 1.176827 0.0 0.0 0.0 0.11
H 5.821568 -3.458133 1.790339 0.0 0.0 0.0 0.11
H 4.768951 -1.238940 2.255861 0.0 0.0 0.0 0.11
N 0.808477 2.381496 0.494959 0.0 0.3 0.4 -0.04
N 0.936653 1.963270 -0.870864 -0.2 -1.2 1.0 -0.05
H 0.590152 3.368886 0.609916 0.0 0.1 -0.3 0.10
H 1.709411 2.220444 0.936500 0.0 -0.1 0.0 0.05
H 1.804784 2.282330 -1.292949 0.1 -0.2 -0.1 0.08
H 0.138770 2.292775 -1.399685 -0.1 -0.2 0.0 0.08
```
Positions in Å, forces in eV/Å.



Record 3
The following is a DFT calculation (ωB97M-V/def2-TZVPD) of a molecular structure, C37H34CdCl3N4P2S5.

Summary:
Energy relative to the best compared isomer or geometry (same formula, charge and spin) ... 10.3 kcal per mole
HOMO energy ... -0.155 Eh
Strongest force on any atom ... 0.49 eV/A
Kohn-Sham gap ... 6.4 eV
Charge ... -1

```
86
Properties=species:S:1:pos:R:3:forces:R:3:lowdin_charge:R:1
Cd 0.714218 0.073215 -1.653159 -0.1 -0.1 0.0 1.20
C -0.175553 -4.083930 -6.005971 0.1 0.0 0.0 -0.43
S 0.795277 -4.199975 -4.490335 -0.1 -0.1 0.0 0.79
C 0.598800 -2.591540 -3.790974 0.0 0.2 -0.1 -1.16
S 0.936985 -2.522096 -2.122015 0.2 0.0 0.0 0.49
N 0.216696 -1.648543 -4.607063 0.0 -0.4 0.0 -0.10
N 0.131285 -0.412691 -4.032954 -0.2 0.0 0.3 -0.08
C -0.597936 0.417691 -4.654383 0.0 0.2 0.0 -0.11
C -0.755865 1.790841 -4.160206 0.0 -0.1 0.0 -0.31
C -1.562907 2.677107 -4.857304 -0.1 0.0 -0.1 -0.03
C -1.718285 3.965876 -4.377653 0.0 0.0 0.0 -0.07
C -1.050947 4.324090 -3.222576 0.0 0.0 0.0 -0.06
C -0.262101 3.372205 -2.587522 0.0 0.0 0.0 -0.18
N -0.115750 2.132692 -3.039390 0.1 0.0 0.0 0.05
H -0.063250 -5.046422 -6.505967 0.0 0.0 0.0 0.02
H 0.183902 -3.285025 -6.647985 0.0 0.0 0.0 0.02
H -1.222913 -3.916040 -5.764437 0.0 0.0 0.0 0.03
H -1.123711 0.121561 -5.561163 0.0 0.0 0.0 0.12
H -2.067835 2.344150 -5.755605 0.0 0.0 0.0 0.11
H -2.351981 4.674350 -4.896790 0.0 0.0 0.0 0.10
H -1.137736 5.315964 -2.800305 0.0 0.0 0.0 0.10
H 0.270997 3.595246 -1.671009 0.0 0.0 0.0 -0.01
S -2.696292 0.894379 -1.196875 0.0 0.0 0.0 0.20
P -1.713125 -0.081864 0.243465 0.0 0.0 0.1 0.32
C -0.027560 0.143629 0.457823 -0.1 0.3 -0.3 -0.69
P 0.645356 1.541248 1.156574 0.0 0.0 0.1 0.34
S 1.820618 2.670284 -0.012193 0.0 0.0 0.0 0.21
C 1.723430 1.081411 2.573152 0.0 0.0 0.0 -0.36
C 1.810975 -0.243881 2.972430 0.0 0.0 0.0 -0.11
C 2.662538 -0.622165 4.006302 0.0 0.0 0.0 -0.09
C 3.425145 0.335523 4.656824 0.0 0.0 0.0 -0.10
C 3.339907 1.669780 4.266892 -0.1 0.0 -0.1 -0.10
C 2.500301 2.039621 3.225860 0.0 -0.1 0.1 -0.12
C -0.602215 2.628247 1.948550 0.0 0.1 0.0 -0.33
C -1.416302 3.387103 1.107240 0.0 0.0 0.1 -0.12
C -2.437959 4.166800 1.627702 0.1 0.0 0.0 -0.08
C -2.655061 4.203997 2.999137 0.0 0.0 0.0 -0.10
C -1.847697 3.457162 3.844004 0.0 0.0 0.0 -0.09
C -0.826259 2.673000 3.320970 0.0 0.0 0.0 -0.09
C -2.623598 0.108321 1.836351 0.0 -0.1 0.0 -0.32
C -3.931318 0.578907 1.874542 0.0 0.1 0.1 -0.10
C -4.622595 0.643766 3.080605 0.1 0.0 -0.1 -0.09
C -4.016363 0.228361 4.257468 0.0 0.0 0.0 -0.11
C -2.710672 -0.245266 4.228065 0.0 0.0 0.0 -0.09
C -2.021253 -0.300347 3.026067 0.0 0.0 0.0 -0.10
C -1.910694 -1.886184 -0.057020 0.0 0.0 0.1 -0.36
C -1.146371 -2.783567 0.687213 0.0 0.0 0.0 -0.13
C -1.255227 -4.150125 0.479730 0.0 0.1 0.0 -0.10
C -2.126533 -4.635849 -0.487934 0.0 0.0 0.0 -0.10
C -2.890582 -3.749153 -1.231309 0.0 0.0 0.0 -0.09
C -2.787704 -2.380085 -1.012516 0.0 0.0 0.0 -0.12
H 1.209137 -0.967790 2.433785 0.0 0.0 0.0 0.06
H 2.734829 -1.663974 4.297108 0.0 0.0 0.0 0.10
H 4.091504 0.046742 5.461010 0.0 0.0 0.0 0.09
H 3.938165 2.419825 4.770378 0.0 0.0 0.0 0.10
H 2.452114 3.070650 2.896537 0.0 0.0 0.0 0.09
H -1.265821 3.338002 0.037190 0.0 0.0 0.0 0.06
H -3.075426 4.732251 0.958582 0.0 0.0 0.0 0.10
H -3.458703 4.805719 3.406931 0.0 0.0 0.0 0.09
H -2.018993 3.471240 4.913687 0.0 0.0 0.0 0.10
H -0.215197 2.078089 3.988241 0.0 0.0 0.0 0.10
H -4.388847 0.907983 0.949278 0.0 0.0 0.0 0.06
H -5.638090 1.021915 3.098370 0.0 0.0 0.0 0.09
H -4.556047 0.278990 5.196109 0.0 0.0 0.0 0.09
H -2.224501 -0.560909 5.143921 0.0 0.0 0.0 0.10
H -0.995345 -0.649453 3.006256 0.0 0.0 0.0 0.08
H -0.433896 -2.393355 1.404409 0.0 0.0 0.0 0.08
H -0.642207 -4.835409 1.053480 0.0 0.0 0.0 0.10
H -2.197177 -5.701346 -0.671259 0.0 0.0 0.0 0.09
H -3.562877 -4.122647 -1.994906 0.0 0.0 0.0 0.10
H -3.363707 -1.675482 -1.600138 0.0 0.0 0.0 0.05
C 2.724796 -3.286799 0.938341 0.0 0.0 0.0 -0.42
S 3.821172 -2.073787 0.178978 0.0 -0.1 0.0 0.67
C 4.432138 -3.105216 -1.168333 0.0 0.0 0.0 -0.43
H 3.299833 -4.120801 1.343642 0.0 0.0 0.0 0.03
H 1.998996 -3.646460 0.208766 0.0 0.0 0.0 -0.01
H 2.195508 -2.788480 1.748183 0.0 0.0 0.0 0.00
H 3.606304 -3.383118 -1.823757 0.0 0.0 0.0 -0.01
H 4.924327 -3.996298 -0.775144 0.0 0.0 0.0 0.03
H 5.155723 -2.521741 -1.736034 0.0 0.0 0.0 0.00
Cl 5.831841 2.856505 -1.768857 0.0 0.0 0.0 0.61
C 5.355655 1.241928 -1.201894 0.0 0.0 0.0 -1.61
Cl 5.130121 1.232747 0.533750 0.0 0.1 0.1 0.62
Cl 6.608445 0.062869 -1.658181 0.0 0.0 -0.1 0.61
C 4.105752 0.871320 -1.873678 0.1 0.0 0.2 -0.43
N 3.116207 0.584477 -2.369122 -0.1 -0.1 -0.1 0.16
```
Positions in Å, forces in eV/Å.